(1)
The following is a quantum chemistry calculation of a molecular structure, C35H28CrN6O5S at a distorted geometry, from the Open Molecules 2025 dataset.

Multiplicity: 2
Charge: -1
Relative energy (zero: lowest compared OMol25 entry of this formula, charge and spin): 0.922 eV
Orbital gap (spin up / spin down): 6.979 / 6.777 eV

```
76
Properties=species:S:1:pos:R:3:forces:R:3
Cr 0.61392 0.72106 0.08544 -0.8391 -0.3599 0.9688
C -1.77680 -5.82681 1.27431 0.0203 0.0761 0.0017
C -0.77878 -4.72408 1.50010 0.0402 -0.0515 0.0459
C 0.10338 -4.36400 0.48246 0.0351 -0.0368 0.0440
C 1.03225 -3.35888 0.67634 0.0966 0.0318 -0.0445
C 1.08730 -2.70757 1.89755 0.1931 0.0130 0.0341
C 0.22078 -3.04481 2.92090 -0.0201 0.1281 0.0135
C -0.71339 -4.04789 2.71371 -0.0081 0.0142 -0.0093
S 2.31818 -1.46077 2.16034 -0.1073 0.1208 -0.0800
O 3.38756 -1.69726 1.22995 -0.1480 0.0035 -0.0552
O 2.63326 -1.44024 3.56895 -0.1023 0.0424 0.0219
N 1.55294 -0.10131 1.72358 0.3189 -0.2884 0.0436
C 1.29737 0.97977 2.48845 -0.0338 0.1310 0.2238
C 1.72831 1.31815 3.78542 -0.0039 0.0645 0.1904
C 1.41106 2.56641 4.26633 0.0030 -0.1392 -0.1460
C 0.69264 3.47319 3.47940 -0.1046 0.0776 -0.0552
C 0.28616 3.06772 2.23043 -0.0663 0.1398 0.0076
N 0.55350 1.85087 1.75768 0.4408 -0.0764 0.5190
H -2.46271 -5.56121 0.46694 -0.0233 -0.0260 0.0306
H -2.36141 -6.01235 2.17456 -0.0208 -0.0377 -0.0168
H -1.27322 -6.75052 0.98482 -0.0111 -0.0188 0.0236
H 0.06723 -4.88221 -0.46927 0.0340 0.0039 -0.0065
H 1.73346 -3.08546 -0.09817 0.0209 -0.1199 0.0042
H 0.28338 -2.51850 3.86430 -0.0223 -0.0469 0.0165
H -1.40124 -4.30521 3.51037 -0.0061 -0.0250 -0.0147
H 2.30006 0.60401 4.35445 0.0099 0.0203 0.0088
H 1.73201 2.85623 5.25920 0.0275 -0.0236 0.0041
H 0.46277 4.46877 3.83039 -0.0357 -0.0180 0.0052
H -0.28098 3.72143 1.57732 0.0100 -0.0166 -0.0239
C 4.57415 2.28642 -0.81765 -0.1018 -0.0296 -0.0141
C 4.28540 3.11837 -1.89664 0.0319 0.0552 -0.0802
C 2.97906 3.27065 -2.31653 -0.0540 -0.0028 -0.0155
C 1.95601 2.60760 -1.63298 0.0876 -0.1526 0.1598
C 2.22718 1.76229 -0.54439 -0.0567 0.1201 -0.0410
C 3.55815 1.60312 -0.16658 0.1230 -0.0773 0.1192
C 0.53679 2.79759 -1.88911 -0.1080 -0.2307 0.3759
C 0.01737 3.67164 -2.86812 -0.2609 0.2212 -0.3270
C -1.31576 3.93671 -2.91274 0.2497 -0.0669 0.1075
C -2.15682 3.40899 -1.90642 0.0418 -0.2073 0.0946
C -3.52328 3.74076 -1.81253 -0.0541 -0.0157 0.0184
C -4.28906 3.26523 -0.78250 -0.0512 0.1232 -0.1532
C -3.70089 2.46419 0.20949 0.1025 -0.0883 -0.0512
C -2.38057 2.10747 0.12943 -0.0498 -0.0862 0.1386
C -1.58201 2.53156 -0.95338 -0.3222 0.1014 -0.2259
N -0.26693 2.14371 -1.04086 -0.2450 0.7154 -0.5784
H 5.60192 2.14999 -0.50502 0.0068 -0.0019 0.0026
H 5.08271 3.63506 -2.41558 0.0059 -0.0372 -0.0124
H 2.76167 3.89511 -3.17520 0.0154 0.0412 0.0331
H 3.80971 0.91170 0.63034 0.0095 0.0175 -0.0051
H 0.68638 4.11904 -3.58872 0.0441 -0.0173 0.0397
H -1.73528 4.58688 -3.67104 0.0114 -0.0041 -0.0194
H -3.94534 4.38496 -2.57533 -0.0362 0.0023 0.0235
H -5.34085 3.51550 -0.72749 0.0094 0.0055 0.0221
H -4.29534 2.09605 1.03504 0.0325 0.0040 0.0260
H -1.94525 1.49811 0.90811 -0.0286 -0.0405 -0.0382
C -3.66821 -0.76181 -1.68672 0.0448 0.0244 0.1247
C -2.53151 -1.51056 -1.00554 -0.0140 0.0694 0.3217
C -2.92944 -2.97200 -0.78186 0.0411 0.0481 0.0099
O -1.41844 -1.42072 -1.87219 -0.0398 -0.0222 -0.1623
C -2.22278 -0.90584 0.41040 -0.2023 -0.5121 -0.1333
O -3.13906 -0.92072 1.22797 0.0824 0.2956 -0.0610
O -1.01771 -0.53265 0.65632 0.4949 0.6894 -0.6132
H -4.00175 -1.32220 -2.56285 0.0118 0.0186 0.0026
H -3.32815 0.21853 -2.01619 0.0210 0.1058 -0.0019
H -4.49876 -0.63720 -0.99350 -0.0213 -0.0266 -0.0066
H -3.21188 -3.43033 -1.73196 0.0286 0.0257 -0.0291
H -3.76829 -3.01609 -0.08790 0.0063 -0.0535 0.0140
H -2.08908 -3.52598 -0.35876 -0.1308 0.1022 -0.0580
H -0.64220 -1.71294 -1.38255 0.1225 0.0774 0.0607
N 1.33562 -0.45791 -1.22446 0.5878 -0.7683 -0.6793
C 2.17928 -1.09278 -1.71963 -0.1789 0.0622 -0.0678
C 3.17143 -1.81344 -2.33135 0.1377 -0.0595 -0.0338
C 4.29472 -1.16367 -2.89724 0.0147 0.1780 -0.2527
N 5.21226 -0.66144 -3.38491 -0.0261 0.0117 0.0690
C 3.13186 -3.22667 -2.33394 -0.0340 -0.2646 0.1824
N 3.09398 -4.38079 -2.33301 -0.0466 0.0674 -0.0406
```
Forces are in eV/Å.

(2)
The following is a quantum chemistry calculation of a gas-phase ion, C35H28F4O2P (charge +1) at a distorted geometry, from the Open Molecules 2025 dataset.

Charge: +1
Relative energy (zero: lowest compared OMol25 entry of this formula, charge and spin): 0.000 eV
Orbital gap: 8.616 eV

```
70
Properties=species:S:1:pos:R:3:forces:R:3
F -0.92710 -2.77135 1.46773 1.1605 1.7875 1.1737
C -0.20970 -1.73465 2.08318 0.1583 -0.0817 -0.6530
C 1.12882 -1.95363 2.44112 -0.0448 0.5634 0.5298
C 1.82669 -0.87509 3.04444 0.0472 -0.9678 -0.8476
F 3.15732 -1.09470 3.42349 -2.2477 0.5959 -0.4841
C 1.22315 0.37591 3.18011 0.3696 0.6095 0.6438
C -0.11039 0.62314 2.79974 0.2668 -2.3102 0.6482
C -0.77541 1.97670 3.04281 0.6136 0.3436 0.5950
C -1.09187 2.47009 1.62771 -0.7785 0.6044 -0.6523
C -0.27614 3.43027 1.02061 0.8940 0.7483 0.3944
C -0.53065 3.88871 -0.27513 -0.5218 -0.4783 -0.9262
F 0.28023 4.85555 -0.87636 -1.3444 -1.6985 1.1418
C -1.60159 3.32235 -1.02145 0.4715 0.5540 0.6373
C -2.43078 2.38820 -0.39119 0.0474 -0.4359 -0.2579
F -3.51596 1.84785 -1.07801 1.5779 0.8697 0.9266
C -2.16582 1.93311 0.89644 0.1641 0.4611 -0.0671
C -0.80532 -0.47401 2.22552 -0.0617 -0.0104 0.4734
H 1.59650 -2.92268 2.27726 -0.0593 0.2666 0.0779
H 1.78810 1.18600 3.65450 -0.0635 -0.3461 -0.1780
H -0.07725 2.61487 3.55002 1.2867 0.4762 -0.7635
H 0.59452 3.83849 1.57534 -0.7029 -0.2184 -0.4706
H -1.78829 3.61719 -2.04405 -0.0020 0.0837 0.0042
H -2.81420 1.20386 1.35202 -0.2748 0.0445 -0.1168
H -1.83625 -0.35879 1.91948 0.1018 -0.2234 -0.0435
C -4.68552 4.73719 1.45186 -0.2195 0.1585 -0.5902
C -4.44765 4.41390 2.89413 0.1473 0.6354 -0.7882
O -3.18539 3.65363 2.84940 -0.5384 -0.3171 2.4884
C -2.90905 3.27326 4.11298 -1.7668 -0.2011 -0.7264
C -1.88306 2.07992 4.18137 -0.3906 2.8417 0.8042
P -1.62081 2.11624 6.12321 -0.4015 -0.7403 1.2714
C -1.58165 3.63827 7.14964 0.6935 1.3261 -0.2316
C -2.42907 3.89421 8.25564 -0.2183 -0.1918 -0.0945
C -2.30402 5.06694 9.02918 0.3846 -0.3283 -0.5324
C -1.30433 6.00409 8.71640 -0.2370 -0.3725 -0.1230
C -0.46815 5.78247 7.61415 -0.0986 -0.2136 -0.0521
C -0.61675 4.62065 6.83724 -0.0684 0.1919 0.2120
C -2.85416 1.11884 7.05494 -1.0933 -0.3424 -0.2261
C -2.52740 0.55202 8.31107 0.2710 0.0036 -0.0986
C -3.45490 -0.21818 9.02829 0.2165 0.4211 -0.4693
C -4.73834 -0.41857 8.51344 0.2208 0.1624 -0.2399
C -5.09141 0.17207 7.30113 0.1074 0.2398 -0.2119
C -4.16922 0.95530 6.58713 0.0958 -0.1553 0.1100
C -0.14731 1.16573 6.40791 0.7584 -0.1326 0.2921
C 1.05075 1.78069 6.76261 0.2107 -0.0803 -0.1217
C 2.20500 1.02503 6.93514 0.1840 -0.1209 0.0591
C 2.15942 -0.35970 6.78113 -0.0204 0.1011 -0.1694
C 0.95767 -0.98323 6.44077 0.0772 -0.0992 0.0241
C -0.19593 -0.22676 6.28447 0.0310 -0.1627 -0.2297
O -3.59046 3.70221 5.05845 2.4721 -1.6845 -1.0998
H -5.57081 5.36342 1.34362 0.0015 0.0171 -0.0166
H -3.82411 5.27668 1.03812 -0.2265 -0.0996 0.0613
H -4.84156 3.82587 0.85809 0.0428 0.2254 0.1712
H -4.24686 5.31082 3.50170 -0.3603 -0.3793 -0.2463
H -5.27379 3.82043 3.34206 0.7894 0.2425 -0.1803
H -2.37822 1.18176 4.10061 -2.0350 -2.0106 0.0731
H -3.21244 3.17601 8.51986 0.3264 0.3130 -0.1395
H -2.98698 5.24208 9.87494 0.4222 -0.1854 -0.5348
H -1.19453 6.90295 9.33267 -0.0085 -0.3617 -0.3284
H 0.30643 6.51831 7.35601 -0.4225 -0.4301 0.1020
H 0.04631 4.47400 5.98081 -0.1886 0.1491 0.1840
H -1.53440 0.71747 8.74592 -0.3547 -0.1473 -0.2517
H -3.16435 -0.66092 9.98215 -0.0734 0.1920 -0.2913
H -5.45471 -1.02612 9.06042 0.1078 0.1131 -0.1238
H -6.09451 0.03942 6.88613 0.3559 0.0480 0.2284
H -4.49038 1.46281 5.67442 0.0893 -0.2841 0.2534
H 1.08368 2.84827 6.92289 0.0990 -0.0154 -0.0112
H 3.14352 1.52554 7.18564 -0.3334 -0.2164 -0.0109
H 3.05991 -0.95722 6.91293 -0.1905 0.1606 -0.0454
H 0.92719 -2.06602 6.28328 -0.0404 0.4257 0.1822
H -1.13842 -0.72973 6.08407 0.1237 0.0671 -0.1171
```
Forces are in eV/Å.

(3)
The following is a quantum chemistry calculation of 7 unconnected molecules or ions with the total composition C35H28F56O7 at a distorted geometry, from the Open Molecules 2025 dataset.

SMILES: FC(F)C(F)(F)COC(F)(F)C(F)F.FC(F)C(F)(F)COC(F)(F)C(F)F.FC(F)C(F)(F)COC(F)(F)C(F)F.FC(F)C(F)(F)COC(F)(F)C(F)F.FC(F)C(F)(F)COC(F)(F)C(F)F.FC(F)C(F)(F)COC(F)(F)C(F)F.FC(F)C(F)(F)COC(F)(F)C(F)F
Relative energy (zero: lowest compared OMol25 entry of this formula, charge and spin): 0.700 eV
Orbital gap: 11.611 eV

```
126
Properties=species:S:1:pos:R:3:forces:R:3
F 6.59363 18.25655 14.14415 -1.6459 -0.5260 -1.5522
C 7.08282 19.37284 14.66327 1.7389 -1.8425 2.1430
F 8.36766 19.38370 14.27771 1.5139 0.8152 -0.8468
C 6.46118 20.68636 14.28357 0.3633 -0.5482 2.2872
F 5.16528 20.62518 14.63076 -0.9394 -0.0100 -0.2639
F 6.59337 20.86542 12.99847 -0.2111 0.4082 -2.2041
C 7.08978 21.88190 14.96981 -0.8771 1.4313 2.5599
O 7.38725 21.82572 16.43539 2.1535 -0.7216 0.0123
C 6.37723 21.71423 17.41242 1.9636 0.5484 -4.3871
F 5.45854 22.53219 16.97590 -2.6287 2.0678 0.6413
F 5.87959 20.51829 17.22282 -0.8235 -2.1318 1.8902
C 6.90867 22.21544 18.75491 -1.7260 1.7108 0.2928
F 5.86695 22.37439 19.64961 0.1554 -0.4807 -0.6024
F 7.78894 21.44266 19.29130 1.5487 -1.7284 0.7193
H 7.16565 19.08288 15.71073 -0.6933 1.2409 0.5144
H 6.32324 22.65568 15.01188 0.0142 0.1115 -1.1295
H 7.98321 22.24345 14.46073 0.0093 -0.3287 0.3689
H 7.30986 23.22106 18.62891 0.1296 -0.0214 -0.4246
F 11.82009 6.32569 19.28441 -1.5788 -1.7104 -0.2343
C 12.68160 7.19859 18.80521 1.6767 0.7522 2.6345
F 12.89367 7.08772 17.51187 -0.7871 0.0259 -1.9437
C 12.16260 8.57567 19.24512 -2.1445 -0.1719 -1.6610
F 13.12766 9.43531 18.98271 1.2673 1.2293 0.3740
F 11.85465 8.56502 20.57614 0.5407 -0.0466 -0.7709
C 10.89296 9.02391 18.39934 1.1650 -1.8729 1.0558
O 10.43520 10.16791 19.04718 -2.1301 2.0917 -0.6644
C 9.47834 10.94111 18.27210 0.7728 -2.4262 1.4421
F 10.17833 11.73955 17.50537 0.2145 1.8790 -0.1611
F 8.89249 10.10783 17.40189 -1.1523 -0.4575 -0.0450
C 8.39971 11.59238 19.26064 1.2456 -0.1258 1.6731
F 7.40156 12.27575 18.70907 -0.0001 0.0000 -1.2043
F 7.83750 10.62607 20.03578 0.2827 -0.4920 -0.5975
H 13.64460 6.94551 19.24869 0.1862 0.4672 0.4713
H 10.16714 8.21182 18.44162 -0.2111 -0.0309 0.2260
H 11.17480 9.08874 17.34841 0.2258 0.6513 0.0389
H 8.87012 12.23347 20.00617 0.5977 0.3127 -0.4658
F 4.18905 15.51087 18.82063 -1.7196 -1.0158 2.0703
C 5.36010 15.33388 18.24276 0.3395 0.8201 0.2207
F 5.29237 16.29993 17.33256 1.5670 1.2950 -1.7647
C 6.51695 15.61907 19.27301 -0.3791 -1.9352 0.1383
F 7.67420 15.37857 18.58599 -0.1953 0.5575 0.4243
F 6.41869 14.61242 20.22067 0.0482 0.4902 -0.4300
C 6.44701 16.97927 19.93408 0.7570 1.2406 0.1956
O 7.52580 17.39859 20.80527 -0.1582 0.4851 0.8938
C 7.62114 16.89748 22.12872 -0.8787 -0.6572 -3.1489
F 6.42215 16.52995 22.57287 -0.1899 -0.0990 0.5575
F 8.36995 15.80033 21.91380 0.5145 -0.5431 1.6805
C 8.30781 17.90738 23.02826 1.9416 2.2645 1.8720
F 7.65214 19.08202 23.24462 -1.4771 -0.6613 -0.2222
F 8.64234 17.47629 24.33334 -0.6366 -0.3229 -2.4188
H 5.40599 14.38079 17.71588 0.3940 -0.2855 0.4411
H 5.51684 17.17855 20.46622 -0.1956 -0.4607 -0.4314
H 6.57500 17.67903 19.10821 -0.3659 0.1525 0.0436
H 9.17156 18.34537 22.52804 0.7048 -1.2698 -0.0746
F 8.38846 6.60974 11.04139 0.0372 -0.9887 -0.4467
C 7.40708 7.53562 11.04410 0.5751 0.6383 -0.3384
F 7.90782 8.56747 10.31592 -0.6052 0.1522 0.1763
C 6.09313 6.98661 10.38816 0.6584 -0.5377 0.3524
F 6.18228 7.04590 9.01061 0.4083 -1.0062 1.3046
F 5.04184 7.74282 10.67407 -0.6305 1.4450 0.4880
C 5.74986 5.62578 11.02822 -0.2580 -1.9487 -2.4570
O 5.30808 5.79909 12.31368 -1.3749 -0.1454 3.1628
C 4.87732 4.62157 13.00172 2.1304 0.3021 -0.8285
F 5.25274 3.54118 12.29760 -0.4641 -0.5112 -0.3410
F 5.64089 4.58543 14.10237 -0.7029 0.1000 0.7887
C 3.34968 4.54393 13.28024 0.2133 1.8624 1.9365
F 2.75704 4.89627 12.19697 -1.1467 1.9525 -3.7706
F 2.76032 3.40777 13.54927 0.7426 -3.0372 1.1927
H 7.34689 7.80471 12.09864 -0.8374 0.4211 -0.0859
H 6.53267 4.86766 11.00478 0.4963 0.5330 -0.3019
H 4.90292 5.15717 10.52703 0.1093 0.3368 -1.0293
H 3.02349 5.20416 14.08384 0.6998 0.5208 0.2550
F 11.63894 2.68475 12.17185 -1.5471 -0.1332 0.6485
C 12.85302 3.03242 12.53231 2.0614 -0.5493 -0.6123
F 13.26772 3.92801 11.57014 -0.0818 0.6693 1.2843
C 13.10142 3.46600 14.06100 0.5918 2.4519 0.4236
F 14.42057 3.92096 14.13244 -0.5949 -0.3065 -0.6572
F 13.09305 2.42450 14.89248 -0.6967 -0.8352 -0.3720
C 12.27463 4.67117 14.63539 -0.9475 -1.3710 -1.2162
O 10.87395 4.38184 14.28648 1.0368 1.6474 -0.4214
C 10.25064 5.40764 13.55589 0.6470 -1.8152 0.1459
F 10.91090 5.64219 12.40741 0.0419 0.4619 0.2219
F 9.08854 4.81450 13.22727 -0.3493 1.1603 0.2542
C 10.13303 6.66347 14.48266 -1.5038 -1.2022 0.3403
F 11.25399 7.31113 14.66793 2.4582 0.6157 -0.2904
F 9.26930 7.59240 14.07006 -0.9539 -0.5548 -0.4671
H 13.50245 2.18246 12.32273 0.1802 -0.3113 0.6750
H 12.70886 5.54228 14.14476 -0.4276 0.0621 -0.0594
H 12.23028 4.82407 15.71369 0.9027 -0.4827 -0.0144
H 9.89589 6.23877 15.45811 -0.8431 0.0881 0.1111
F 4.76006 16.21110 14.27411 -0.1849 -0.9451 -0.6352
C 5.11391 14.89775 14.38943 1.7598 1.1370 0.7675
F 4.45282 14.43233 15.49845 0.0042 -0.3894 -0.8664
C 4.91793 14.01622 13.14467 2.8433 -0.9189 3.5871
F 5.67633 14.41210 12.13863 1.0670 0.5486 -0.7831
F 3.70993 14.12030 12.81751 -5.0163 -0.3298 -1.8260
C 5.26542 12.55207 13.55075 0.2095 -0.2665 -0.4505
O 6.68393 12.43049 13.94293 -1.4480 1.8258 -0.4232
C 7.15930 11.20307 13.83119 1.1803 -0.9274 -1.1797
F 6.46605 10.35698 14.53989 -1.7197 -1.8687 2.1848
F 7.04119 10.69615 12.60006 0.3339 0.0735 -1.8619
C 8.57455 11.09988 14.37281 -0.3812 1.4826 3.6152
F 9.24107 9.97600 14.32587 -0.0941 -2.1121 -1.1753
F 9.39502 12.02942 13.98092 1.2441 2.2387 -1.8914
H 6.18872 14.85996 14.56680 0.1170 0.1906 0.4970
H 5.04577 11.91774 12.69199 0.2935 0.1064 -0.2162
H 4.60315 12.18976 14.33703 0.2375 0.3450 0.2952
H 8.45458 11.28741 15.43984 -0.5755 0.0620 0.2978
F 1.27023 6.67126 19.80005 0.2835 0.6108 0.3824
C 2.27386 5.80759 20.02894 -0.0244 0.1254 1.2802
F 2.19065 4.90971 19.05653 0.4494 -0.9352 -1.2062
C 3.69982 6.42487 20.05881 -0.9882 1.1614 0.3715
F 4.51004 5.38814 20.27962 0.5943 -0.5855 0.4280
F 3.82257 7.33284 21.09212 -0.2528 -0.9106 -0.6467
C 4.10460 7.02483 18.76497 -0.3203 1.5151 -1.8750
O 3.47284 8.32434 18.57387 1.0768 0.2056 -0.4780
C 3.99341 9.10709 17.53832 -1.6252 0.1638 -0.2546
F 4.52784 8.42607 16.50958 0.6285 -0.6281 0.4713
F 2.93718 9.73175 16.98778 -0.4923 0.4015 0.1653
C 4.92195 10.19839 18.04224 -0.0614 1.8810 1.5175
F 5.99357 9.63201 18.57755 1.2448 -1.0345 -0.0872
F 5.31417 11.15418 17.15687 0.0026 -0.8353 -1.1151
H 2.14369 5.26110 20.96302 -0.2838 0.2804 0.3280
H 3.66595 6.41297 17.97674 0.5680 -0.4036 -0.0259
H 5.18068 7.15246 18.64729 -0.0030 -0.4218 0.2951
H 4.51658 10.83643 18.82752 -0.9797 -0.6520 0.2281
```
Forces are in eV/Å.